Computed, not measured: a cluster of 5 separate species, C32H66NO20P5 in total in a non-equilibrium geometry, with wB97M-V/def2-TZVPD.

Each atom is followed by the atoms it is bonded to, with distances in Å.
Element x y z (Å)
1 C 3.2254 1.0319 4.6183  C2 1.635, H27 1.141, H28 1.158, H29 1.153
2 C 2.9779 0.6303 3.0528  C1 1.635, O3 1.444, H30 1.140, H31 1.149
3 O 3.8402 -0.4976 2.7887  C2 1.444, C4 1.445
4 C 4.6352 -0.3399 1.5918  O3 1.445, C5 1.603, H32 1.159, H33 1.140
5 C 4.0605 -1.3110 0.4534  C4 1.603, C6 1.609, H34 1.158, H35 1.156
6 C 4.7108 -2.7823 0.4256  C5 1.609, C7 1.607, H36 1.139, H37 1.158
7 C 3.5945 -3.7884 -0.1452  C6 1.607, C8 1.596, H38 1.157, H39 1.159
8 C 3.6154 -5.2602 0.4704  C7 1.596, C9 1.591, H40 1.152, H41 1.157
9 C 3.4562 -5.3791 2.0491  C8 1.591, C10 1.637, C23 1.599, H42 1.157
10 C 2.3744 -6.4405 2.6692  C9 1.637, O11 1.251, N12 1.502
11 O 1.8298 -7.4281 2.1282  C10 1.251
12 N 2.0657 -6.0131 4.0757  C10 1.502, C13 1.503, H43 1.042
13 C 3.0652 -4.9321 4.3772  N12 1.503, C14 1.590, C23 1.616, H44 1.159
14 C 3.0084 -4.1458 5.7586  C13 1.590, C15 1.590, H45 1.152, H46 1.159
15 C 4.0667 -2.9713 5.9313  C14 1.590, O16 1.254, C17 1.617
16 O 5.0246 -2.6983 5.1696  C15 1.254
17 C 3.9172 -2.0692 7.2644  C15 1.617, C18 1.544, C22 1.567
18 C 2.4810 -1.8043 7.7667  C17 1.544, C19 1.568, H47 1.143
19 C 2.2807 -0.9764 9.0832  C18 1.568, C20 1.555, H48 1.138
20 C 3.5544 -0.4586 9.8087  C19 1.555, C21 1.556, H49 1.148
21 C 4.9994 -0.6903 9.2801  C20 1.556, C22 1.565, H50 1.146
22 C 5.2053 -1.5232 7.9710  C17 1.567, C21 1.565, H51 1.148
23 C 3.0695 -4.1325 2.9726  C9 1.599, C13 1.616, P24 1.910, H52 1.141
24 P 1.5145 -3.1369 2.4848  C23 1.910, C25 1.890, O26 1.745
25 C 0.4054 -2.7835 3.9743  P24 1.890, H53 1.147, H54 1.151, H55 1.158
26 O 0.5291 -4.1228 1.4343  P24 1.745, H56 0.986
27 H 3.6975 2.0626 4.7432  C1 1.141
28 H 3.9902 0.2780 5.0502  C1 1.158
29 H 2.2492 0.9406 5.2255  C1 1.153
30 H 3.1634 1.5477 2.4020  C2 1.140
31 H 1.8549 0.3967 2.9805  C2 1.149
32 H 5.6997 -0.7112 1.8597  C4 1.159
33 H 4.7615 0.7319 1.2239  C4 1.140
34 H 4.1988 -0.8723 -0.6092  C5 1.158
35 H 2.9146 -1.3548 0.6032  C5 1.156
36 H 5.2065 -3.1064 1.3986  C6 1.139
37 H 5.5600 -2.7359 -0.3606  C6 1.158
38 H 2.5219 -3.3551 -0.1275  C7 1.157
39 H 3.8262 -3.9092 -1.2747  C7 1.159
40 H 2.8085 -5.9110 -0.0327  C8 1.152
41 H 4.6190 -5.7633 0.1883  C8 1.157
42 H 4.4483 -5.8566 2.4032  C9 1.157
43 H 1.1004 -5.6325 4.1680  N12 1.042
44 H 4.0332 -5.5597 4.4886  C13 1.159
45 H 1.9376 -3.7912 5.9940  C14 1.152
46 H 3.2455 -4.9179 6.5899  C14 1.159
47 H 1.5195 -2.1613 7.2621  C18 1.143
48 H 1.2209 -0.8155 9.4650  C19 1.138
49 H 3.3726 0.1367 10.7728  C20 1.148
50 H 5.9454 -0.3033 9.7990  C21 1.146
51 H 6.2391 -1.7543 7.5282  C22 1.148
52 H 3.8537 -3.3048 3.0171  C23 1.141
53 H 0.9237 -2.2380 4.8399  C25 1.147
54 H -0.1285 -3.7487 4.3047  C25 1.151
55 H -0.4293 -2.0653 3.6167  C25 1.158
56 H -0.2047 -3.5108 1.1929  O26 0.986
57 C -1.2085 -12.1691 -1.0478  O58 1.424, H65 1.091, H66 1.092, H67 1.092
58 O -0.6926 -10.8596 -0.8306  C57 1.424, P59 1.721
59 P 0.3628 -10.2993 -2.0688  O58 1.721, O60 1.524, O61 1.641, O63 1.717
60 O 1.5165 -11.1649 -1.5771  P59 1.524
61 O 0.4271 -8.8178 -1.3664  P59 1.641, C62 1.423
62 C 0.5119 -8.6957 0.0493  O61 1.423, H68 1.092, H69 1.092, H70 1.087
63 O 1.2898 -9.7122 -3.3899  P59 1.717, C64 1.426
64 C 0.6707 -8.6977 -4.1784  O63 1.426, H71 1.091, H72 1.095, H73 1.091
65 H -1.9962 -12.3564 -0.3164  C57 1.091
66 H -1.6321 -12.2477 -2.0517  C57 1.092
67 H -0.4188 -12.9120 -0.9175  C57 1.092
68 H 1.0686 -9.5197 0.5000  C62 1.092
69 H -0.4951 -8.6517 0.4697  C62 1.092
70 H 1.0191 -7.7639 0.2860  C62 1.087
71 H 0.6027 -7.7626 -3.6203  C64 1.091
72 H -0.3279 -9.0187 -4.4927  C64 1.095
73 H 1.2834 -8.5286 -5.0656  C64 1.091
74 C -2.7759 3.7716 0.5941  O75 1.422, H82 1.091, H83 1.092, H84 1.092
75 O -2.0237 2.8902 -0.2297  C74 1.422, P76 1.725
76 P -1.9429 1.2750 0.3704  O75 1.725, O77 1.524, O78 1.641, O80 1.717
77 O -0.9088 1.6818 1.4132  P76 1.524
78 O -1.1796 0.8068 -1.0049  P76 1.641, C79 1.422
79 C -0.2159 1.6558 -1.6142  O78 1.422, H85 1.092, H86 1.092, H87 1.091
80 O -1.8983 -0.3485 0.9267  P76 1.717, C81 1.427
81 C -2.6613 -1.2809 0.1619  O80 1.427, H88 1.091, H89 1.095, H90 1.092
82 H -2.9249 4.7089 0.0556  C74 1.091
83 H -3.7506 3.3331 0.8200  C74 1.092
84 H -2.2350 3.9761 1.5204  C74 1.092
85 H 0.3311 2.2488 -0.8781  C79 1.092
86 H -0.7116 2.3150 -2.3296  C79 1.092
87 H 0.4957 1.0347 -2.1600  C79 1.091
88 H -2.2037 -1.4451 -0.8150  C81 1.091
89 H -3.6871 -0.9193 0.0374  C81 1.095
90 H -2.6841 -2.2312 0.6988  C81 1.092
91 C -3.7701 3.9430 -3.5980  O92 1.424, H99 1.091, H100 1.092, H101 1.092
92 O -3.3001 5.2771 -3.4345  C91 1.424, P93 1.720
93 P -2.3229 5.8461 -4.7309  O92 1.720, O94 1.524, O95 1.642, O97 1.715
94 O -1.1145 5.0408 -4.2685  P93 1.524
95 O -2.2893 7.3468 -4.0648  P93 1.642, C96 1.418
96 C -2.1491 7.5033 -2.6623  O95 1.418, H102 1.092, H103 1.092, H104 1.091
97 O -1.4809 6.4356 -6.1041  P93 1.715, C98 1.429
98 C -2.1779 7.4044 -6.8890  O97 1.429, H105 1.091, H106 1.094, H107 1.091
99 H -4.5177 3.7415 -2.8292  C91 1.091
100 H -4.2312 3.8240 -4.5812  C91 1.092
101 H -2.9451 3.2364 -3.4848  C91 1.092
102 H -1.5396 6.7117 -2.2204  C96 1.092
103 H -3.1374 7.5167 -2.1974  C96 1.092
104 H -1.6683 8.4631 -2.4679  C96 1.091
105 H -2.2618 8.3493 -6.3510  C98 1.091
106 H -3.1738 7.0336 -7.1487  C98 1.094
107 H -1.6132 7.5765 -7.8068  C98 1.091
108 C -7.0494 9.1673 -4.4123  O109 1.425, H116 1.091, H117 1.092, H118 1.092
109 O -6.3218 10.2500 -4.9855  C108 1.425, P110 1.720
110 P -6.2631 10.2342 -6.7041  O109 1.720, O111 1.524, O112 1.642, O114 1.716
111 O -5.2210 9.1231 -6.7303  P110 1.524
112 O -5.5248 11.7003 -6.6988  P110 1.642, C113 1.420
113 C -4.5241 11.9941 -5.7359  O112 1.420, H119 1.092, H120 1.092, H121 1.091
114 O -6.3377 10.2853 -8.4177  P110 1.716, C115 1.427
115 C -7.1509 11.3186 -8.9731  O114 1.427, H122 1.091, H123 1.095, H124 1.091
116 H -7.1829 9.3653 -3.3479  C108 1.091
117 H -8.0317 9.0805 -4.8819  C108 1.092
118 H -6.4948 8.2344 -4.5333  C108 1.092
119 H -3.9483 11.1080 -5.4598  C113 1.092
120 H -4.9897 12.4276 -4.8485  C113 1.092
121 H -3.8436 12.7342 -6.1594  C113 1.091
122 H -6.6924 12.2963 -8.8179  C115 1.091
123 H -8.1488 11.2983 -8.5234  C115 1.095
124 H -7.2432 11.1451 -10.0464  C115 1.091

## Properties
total charge = 0
M = 939.74 g mol⁻¹
E_LUMO = -0.09903 Ha
SMILES = CCOCCCCC[C@@H]1C(=O)N[C@H](CC(=O)c2ccccc2)[C@@H]1P(C)O.COP(=O)(OC)OC.COP(=O)(OC)OC.COP(=O)(OC)OC.COP(=O)(OC)OC
max |F| = 10.17 eV/Å
orbital gap = 5.127 eV

Löwdin atomic charge list, values in e, 99 entries: -0.08, -0.24, -0.23, -0.21, -0.19, -0.20, -0.22, -0.16, -0.19, -0.29, 0.04, 0.06, -0.31, -0.07, -0.29, 0.04, -0.10, -0.02, -0.06, -0.08, -0.06, 0.00, -0.33, 0.96, -0.29, -0.34, 0.07, 0.07, 0.07, 0.12, 0.11, 0.13, 0.12, 0.12, 0.08, 0.11, 0.11, 0.09, 0.12, 0.12, 0.12, 0.16, 0.11, 0.15, 0.09, 0.15, 0.08, 0.09, 0.09, 0.09, 0.11, 0.09, 0.03, 0.04, 0.05, 0.03, -0.14, -0.28, 0.71, -0.27, -0.28, -0.12, -0.25, -0.15, 0.08, 0.08, 0.08, 0.09, 0.09, 0.05, 0.08, 0.08, 0.09, -0.14, -0.28, 0.73, -0.27, -0.28, -0.10, -0.26, -0.15, 0.08, 0.08, 0.08, 0.09, 0.08, 0.09, 0.08, 0.08, 0.08, -0.14, -0.29, 0.72, -0.28, -0.27, -0.12, -0.24, -0.14, 0.08

***

Computed, not measured: a cluster of 9 separate species, C32H67N5O4 in total in a non-equilibrium geometry, with wB97M-V/def2-TZVPD.

Each atom is followed by the atoms it is bonded to, with distances in Å.
Element x y z (Å)
1 C -16.8433 6.5897 -8.6081  C2 1.543, H5 1.095, H6 1.131, H7 1.106
2 C -16.9023 7.1123 -7.1570  C1 1.543, C3 1.487, O4 1.426, H8 1.099
3 C -15.8299 6.5707 -6.2817  C2 1.487, H9 1.097, H10 1.081, H11 1.065
4 O -16.8446 8.5369 -7.1778  C2 1.426, H12 1.016
5 H -15.9824 7.0517 -9.1026  C1 1.095
6 H -17.7742 6.7946 -9.2173  C1 1.131
7 H -16.5758 5.5179 -8.5615  C1 1.106
8 H -17.8712 6.8374 -6.7167  C2 1.099
9 H -15.8099 5.4755 -6.2147  C3 1.097
10 H -16.0326 6.9426 -5.2874  C3 1.081
11 H -14.8712 6.9393 -6.5617  C3 1.065
12 H -17.7620 8.9000 -7.4197  O4 1.016
13 C -20.4039 11.0148 -8.8782  C14 1.559, H17 1.086, H18 1.097, H19 1.094
14 C -20.5192 10.3329 -7.4815  C13 1.559, C15 1.516, O16 1.386, H20 1.148
15 C -21.3402 9.0626 -7.5834  C14 1.516, H21 1.103, H22 1.086, H23 1.074
16 O -19.2932 9.9673 -6.9490  C14 1.386, H24 0.981
17 H -21.3914 11.1607 -9.3059  C13 1.086
18 H -19.7450 10.4542 -9.5525  C13 1.097
19 H -20.0542 12.0509 -8.8407  C13 1.094
20 H -21.1350 10.9797 -6.7602  C14 1.148
21 H -22.3489 9.2820 -7.9724  C15 1.103
22 H -21.4039 8.7240 -6.5539  C15 1.086
23 H -20.8551 8.2571 -8.1031  C15 1.074
24 H -19.2375 10.4817 -6.1151  O16 0.981
25 C -14.7496 9.7044 -4.0105  C26 1.513, H29 1.073, H30 1.137, H31 1.064
26 C -16.0258 9.0445 -3.5354  C25 1.513, C27 1.521, O28 1.424, H32 1.057
27 C -16.5033 9.6090 -2.2067  C26 1.521, H33 1.091, H34 1.066, H35 1.096
28 O -17.0872 9.2179 -4.4690  C26 1.424, H36 0.947
29 H -14.5302 9.4976 -5.0402  C25 1.073
30 H -13.8872 9.4014 -3.3348  C25 1.137
31 H -14.8190 10.7622 -3.9229  C25 1.064
32 H -15.9038 8.0008 -3.4251  C26 1.057
33 H -16.2948 10.6633 -2.3963  C27 1.091
34 H -15.8501 9.2701 -1.4354  C27 1.066
35 H -17.5398 9.3258 -1.9920  C27 1.096
36 H -16.8435 8.9661 -5.3490  O28 0.947
37 C -20.2045 12.9848 -4.6202  C38 1.502, H41 1.068, H42 1.074, H43 1.092
38 C -19.2624 12.2519 -3.7092  C37 1.502, C39 1.485, O40 1.499, H44 1.090
39 C -19.5510 12.3605 -2.2563  C38 1.485, H45 1.113, H46 1.071, H47 1.104
40 O -19.2385 10.8479 -4.2342  C38 1.499, H48 0.933
41 H -20.5839 13.8703 -4.1591  C37 1.068
42 H -21.0384 12.3292 -4.7894  C37 1.074
43 H -19.7632 13.2243 -5.5905  C37 1.092
44 H -18.2284 12.5296 -3.9142  C38 1.090
45 H -18.7847 11.9250 -1.5767  C39 1.113
46 H -20.5047 11.9159 -2.0560  C39 1.071
47 H -19.5815 13.4473 -2.0655  C39 1.104
48 H -18.3746 10.5196 -4.1081  O40 0.933
49 C -21.3899 8.0237 -1.1594  C50 1.525, H54 1.107, H55 1.093, H56 1.109
50 C -21.0305 7.5842 -2.5750  C49 1.525, C51 1.543, H57 1.119, H58 1.143
51 C -19.6454 8.1107 -3.0048  C50 1.543, C52 1.448, H59 1.096, H60 1.075
52 C -18.5493 7.3075 -2.5046  C51 1.448, N53 1.159
53 N -17.7037 6.5798 -2.1917  C52 1.159
54 H -20.5783 7.8206 -0.4337  C49 1.107
55 H -22.3468 7.6583 -0.7776  C49 1.093
56 H -21.5151 9.1243 -1.2020  C49 1.109
57 H -21.7991 7.8881 -3.3295  C50 1.119
58 H -20.9481 6.4528 -2.7177  C50 1.143
59 H -19.4270 9.1385 -2.6941  C51 1.096
60 H -19.6417 8.1152 -4.0793  C51 1.075
61 C -20.6826 15.5145 -7.1738  C62 1.514, H66 1.090, H67 1.080, H68 1.075
62 C -20.9107 16.4703 -6.0222  C61 1.514, C63 1.549, H69 1.099, H70 1.095
63 C -22.3915 16.6170 -5.5929  C62 1.549, C64 1.463, H71 1.059, H72 1.069
64 C -23.1715 15.3806 -5.6375  C63 1.463, N65 1.174
65 N -23.6117 14.3152 -5.4140  C64 1.174
66 H -20.8929 14.5138 -6.7957  C61 1.090
67 H -19.6511 15.4728 -7.4919  C61 1.080
68 H -21.2828 15.8002 -8.0191  C61 1.075
69 H -20.4441 17.4475 -6.2110  C62 1.099
70 H -20.4719 16.0692 -5.1021  C62 1.095
71 H -22.8648 17.3028 -6.2459  C63 1.059
72 H -22.4196 16.9897 -4.5914  C63 1.069
73 C -16.7037 13.8111 -6.0314  C74 1.506, H78 1.103, H79 1.125, H80 1.137
74 C -17.1583 12.4727 -6.5497  C73 1.506, C75 1.550, H81 1.077, H82 1.081
75 C -16.0258 11.5731 -7.1064  C74 1.550, C76 1.509, H83 1.124, H84 1.103
76 C -15.3042 12.1894 -8.2797  C75 1.509, N77 1.145
77 N -14.6695 12.5878 -9.1455  C76 1.145
78 H -16.1379 13.7466 -5.0863  C73 1.103
79 H -17.6149 14.4135 -5.7633  C73 1.125
80 H -16.2125 14.4919 -6.7988  C73 1.137
81 H -17.8585 12.5831 -7.3602  C74 1.077
82 H -17.5355 11.8911 -5.7204  C74 1.081
83 H -16.4497 10.6163 -7.5173  C75 1.124
84 H -15.2144 11.3536 -6.3927  C75 1.103
85 C -22.8057 11.8096 -0.5435  C86 1.540, H90 1.090, H91 1.055, H92 1.149
86 C -24.0773 12.0298 -1.3832  C85 1.540, C87 1.566, H93 1.129, H94 1.109
87 C -23.6988 12.2021 -2.8930  C86 1.566, C88 1.423, H95 1.072, H96 1.094
88 C -22.9821 11.0750 -3.3831  C87 1.423, N89 1.155
89 N -22.4393 10.1220 -3.7467  C88 1.155
90 H -23.0110 11.8741 0.5247  C85 1.090
91 H -22.0836 12.5056 -0.8702  C85 1.055
92 H -22.3059 10.7837 -0.6788  C85 1.149
93 H -24.5097 13.0018 -1.0040  C86 1.129
94 H -24.8322 11.2267 -1.2558  C86 1.109
95 H -23.2248 13.1518 -3.0433  C87 1.072
96 H -24.6266 12.3300 -3.4590  C87 1.094
97 C -15.1680 14.3600 -1.7704  C98 1.531, H102 1.090, H103 1.053, H104 1.084
98 C -15.3854 15.8635 -1.5829  C97 1.531, C99 1.568, H105 1.041, H106 1.052
99 C -16.8354 16.2063 -1.0954  C98 1.568, C100 1.450, H107 1.099, H108 1.075
100 C -17.7731 15.9468 -2.1707  C99 1.450, N101 1.139
101 N -18.4125 15.6773 -3.0736  C100 1.139
102 H -15.6848 14.0697 -2.6852  C97 1.090
103 H -15.5457 13.8522 -0.9284  C97 1.053
104 H -14.1253 14.0715 -1.8457  C97 1.084
105 H -15.0916 16.3541 -2.4530  C98 1.041
106 H -14.8315 16.1977 -0.7539  C98 1.052
107 H -17.0214 17.2315 -0.7465  C99 1.099
108 H -17.0357 15.5357 -0.2794  C99 1.075

## Properties
total charge = 0
M = 585.92 g mol⁻¹
E_LUMO = 0.01349 Ha
SMILES = CC(C)O.CC(C)O.CC(C)O.CC(C)O.CCCC#N.CCCC#N.CCCC#N.CCCC#N.CCCC#N
max |F| = 3.43 eV/Å
orbital gap = 10.394 eV

Löwdin atomic charge list, values in e, 99 entries: -0.05, -0.49, -0.04, -0.12, 0.08, 0.09, 0.08, 0.14, 0.10, 0.06, 0.08, 0.10, -0.04, -0.50, -0.06, -0.07, 0.07, 0.08, 0.06, 0.15, 0.09, 0.07, 0.07, 0.06, -0.04, -0.48, -0.03, -0.06, 0.07, 0.11, 0.05, 0.09, 0.08, 0.08, 0.05, 0.03, -0.05, -0.42, -0.04, -0.10, 0.06, 0.05, 0.07, 0.11, 0.09, 0.04, 0.07, 0.00, -0.11, -0.26, -0.20, -0.25, 0.17, 0.08, 0.07, 0.03, 0.08, 0.13, 0.09, 0.11, -0.10, -0.24, -0.18, -0.19, 0.16, 0.05, 0.07, 0.08, 0.12, 0.08, 0.10, 0.11, -0.11, -0.26, -0.15, -0.23, 0.12, 0.06, 0.06, 0.10, 0.10, 0.07, 0.10, 0.11, -0.11, -0.22, -0.21, -0.22, 0.22, 0.07, 0.03, 0.07, 0.12, 0.11, 0.09, 0.12, -0.09, -0.22, -0.16

***

> Number 1 is which compound?

C32H66NO20P5

***

> What is the orbital gap in the second record?

10.394 eV

***

> total charge of number 2 (C32H67N5O4)?

0

***

> Which of these has the lowest M?

C32H67N5O4